261
Properties=species:S:1:pos:R:3:forces:R:3:mulliken_charge:R:1 method="wB97M-V/def2-TZVPD" total_energy_ha=-7382.662464 e_lumo_ev=0.289 smiles="CN(C)P(=O)(N(C)C)N(C)C.CN(C)P(=O)(N(C)C)N(C)C.CN(C)P(=O)(N(C)C)N(C)C.CN(C)P(=O)(N(C)C)N(C)C.CN(C)P(=O)(N(C)C)N(C)C.CN(C)P(=O)(N(C)C)N(C)C.CN(C)P(=O)(N(C)C)N(C)C.CN(C)P(=O)(N(C)C)N(C)C.CN(C)P(=O)(N(C)C)N(C)C" fmax_ev_per_a=3.62 homo_lumo_gap_ev=8.2
H 27.6554 16.4715 19.6728 -0.10 0.38 0.35 0.361
H 11.1170 14.0082 18.4214 -0.09 -0.84 0.13 0.428
N 13.6880 12.2095 15.5667 -0.23 1.06 1.01 0.407
H 24.3548 18.1054 10.2174 0.46 0.16 -0.30 0.371
H 14.5843 24.6087 11.4207 -0.14 0.02 -0.25 0.339
H 14.6642 17.3972 25.1619 -0.20 -0.05 0.06 0.362
C 26.5710 16.5776 19.7014 -1.22 0.29 -1.07 -0.902
H 19.8149 17.4942 12.1792 -0.23 0.31 0.37 0.478
H 14.8977 10.6024 16.1156 0.05 -0.32 -0.47 0.376
H 19.6892 20.4974 20.4317 -0.66 0.19 -0.61 0.090
N 16.2354 28.2680 13.5203 -0.09 1.24 1.84 0.283
H 23.5771 17.3786 15.6057 0.23 -0.38 -0.22 0.590
N 21.0940 17.1842 10.5868 2.73 0.72 -0.05 0.243
O 16.2561 21.2370 23.6723 0.47 0.73 0.03 -0.899
H 21.1192 12.0403 15.3420 -0.43 0.02 -0.03 0.254
C 27.0378 18.7996 18.6070 -1.18 -1.34 0.14 -0.905
H 24.7953 18.7508 11.7818 -0.39 0.60 -0.01 0.401
H 19.7957 19.5495 24.3614 0.13 0.13 -0.55 0.277
H 14.4836 28.4242 14.7901 -0.23 0.14 -0.47 0.396
C 14.4578 19.8615 11.5005 0.39 0.87 0.76 -1.164
C 21.7210 13.5971 11.5643 0.66 0.35 -0.89 -1.121
H 15.3891 20.9777 20.0458 -0.10 -0.03 -0.28 0.367
H 23.6234 20.4415 20.5605 0.06 0.04 0.43 -0.009
H 20.6051 20.1689 15.2909 0.19 0.22 0.71 -0.099
C 20.2960 16.8972 9.4486 0.00 -1.03 -0.69 -1.040
H 20.0509 28.1031 16.5918 -1.04 0.99 0.27 0.421
C 20.5355 18.0591 11.5877 -0.05 -0.58 0.54 -1.089
H 11.5990 23.2799 11.0247 -0.36 0.14 0.88 0.389
H 16.4094 21.9590 11.8073 0.49 0.93 0.45 0.309
H 20.6628 13.3357 11.5604 -0.07 -0.37 0.56 0.319
H 13.2094 10.1090 15.5876 0.33 0.01 -1.12 0.349
H 18.5222 20.7061 24.8270 -0.13 -0.07 -0.27 0.364
H 14.8901 27.1965 12.3744 -0.10 -0.20 -0.57 0.157
H 25.0215 20.0585 19.5643 0.01 0.33 0.24 0.315
C 15.4476 28.9052 14.6239 1.43 -0.62 0.63 -1.205
N 17.8559 19.0987 23.6432 -2.29 -1.94 -2.02 0.679
H 12.2254 21.6157 11.0953 -0.03 0.11 0.32 0.333
H 12.9552 22.8860 10.1609 0.53 -0.17 -0.24 0.367
H 12.3730 14.9068 19.0506 0.32 0.46 0.18 0.318
H 21.3512 16.6975 17.5924 -0.10 -0.35 -0.11 0.139
H 20.2206 15.7094 16.5195 0.60 -0.59 0.32 0.039
H 9.3445 13.5418 14.9886 -0.03 0.42 0.54 0.338
H 20.2340 26.7630 21.4501 0.26 0.00 -0.44 0.330
H 14.9978 18.6709 16.9602 -0.01 0.06 -0.12 0.307
O 14.4760 22.4226 14.5903 1.02 0.79 0.35 -0.962
H 18.8681 20.9844 17.8208 0.18 -0.22 0.08 0.389
C 16.3173 21.1475 12.5291 0.39 -0.44 -1.33 -0.958
H 15.3828 29.9880 14.5169 -0.43 0.01 -0.58 0.353
H 24.4695 20.7206 17.2336 0.06 0.32 0.21 0.287
H 25.3529 17.7084 15.6384 -0.02 0.04 -0.06 0.332
H 28.0335 18.3668 18.5097 0.04 0.30 0.08 0.432
H 14.5031 11.4954 13.7592 0.04 -0.13 0.39 0.454
H 25.5707 16.5081 12.1814 -0.26 -0.39 -0.32 0.377
N 19.4009 25.2691 20.1771 0.08 -0.73 0.07 0.632
H 20.9735 10.5155 16.2472 -0.45 -0.04 0.21 0.277
H 26.1062 16.8229 20.6564 0.67 -0.30 0.55 0.255
N 20.5828 23.6067 18.5344 0.84 -1.35 -1.65 0.301
H 18.0082 11.2709 20.7165 0.24 0.03 -0.08 0.347
H 14.5839 28.9127 12.3951 0.16 0.14 0.17 0.430
C 22.0333 23.7257 18.9048 -1.26 -0.29 0.69 -0.786
H 21.0863 16.2730 13.3354 -0.45 -0.21 0.51 0.061
H 16.9627 25.1414 16.5182 -0.09 -0.53 -0.42 0.501
N 26.1023 17.6068 18.7411 0.68 0.64 -1.02 0.287
H 22.6844 23.8926 18.0467 -0.46 0.62 -0.08 0.412
H 17.5633 21.4419 16.7706 -0.38 0.05 0.27 0.627
H 10.3737 20.9418 14.1256 0.32 -0.35 0.23 0.341
H 16.3849 21.9031 21.0948 0.24 -0.46 0.53 0.412
H 15.9333 28.8156 15.5956 0.40 -0.32 -0.11 0.396
C 19.2089 22.6108 22.2733 -0.30 0.82 -2.54 -0.874
C 17.6988 24.5916 13.9810 -1.12 0.19 1.18 -0.583
H 10.4697 12.8296 13.9580 0.47 -0.16 -0.24 0.337
H 18.5167 25.9907 18.4110 0.15 0.05 -0.14 0.016
H 15.1646 12.7320 17.8585 -0.36 0.11 -0.46 0.175
P 24.4380 17.6342 18.4521 -1.32 0.84 0.94 -0.202
H 21.3182 14.3820 20.3219 -0.23 0.28 -0.07 0.265
H 20.1117 24.8663 16.8763 -0.21 0.31 0.11 0.556
H 18.8980 27.2617 19.5585 -0.06 -0.10 0.30 0.362
H 19.8911 22.3725 23.0894 0.07 -0.12 -0.26 0.228
C 12.4972 22.6708 11.1263 0.46 -0.01 -1.00 -1.275
H 16.0371 18.3812 25.5839 0.29 -0.07 -0.23 0.289
C 18.0574 20.5783 17.2160 0.62 -0.50 -1.52 -1.155
H 18.3952 21.9006 22.1266 -0.12 0.02 0.92 0.377
H 22.6443 16.7293 20.5165 0.17 0.18 -0.56 -0.050
N 18.4605 28.3296 15.0024 0.38 0.12 0.29 0.295
H 17.2368 17.9671 20.7878 -0.05 -0.25 -0.14 0.057
H 20.0118 18.9115 11.1550 0.20 0.08 -0.22 0.440
H 20.4523 14.5595 13.3946 -0.28 0.37 0.28 0.195
H 11.4007 22.1600 14.9615 -0.66 0.30 0.19 0.372
H 19.6162 14.5893 18.7100 -0.28 0.01 -0.31 -0.070
H 14.5564 12.8452 19.4559 -0.65 0.03 0.13 0.534
C 11.2225 21.6192 14.0320 0.68 0.42 -0.05 -1.002
N 24.1490 18.6410 17.1408 0.05 0.76 0.69 0.804
H 19.2063 25.6289 22.2182 0.10 -0.03 0.52 0.426
H 16.8619 12.5386 20.5057 -0.08 0.38 -0.42 0.068
C 20.6186 16.6887 16.7854 -0.42 -0.30 -1.00 -0.354
H 13.2855 12.7100 13.5513 -0.28 0.07 0.00 0.249
N 23.7685 18.4682 19.8447 -0.62 -1.34 -1.20 0.966
C 18.7332 14.2699 19.2635 0.40 -1.00 0.01 -1.066
N 19.4629 17.5009 17.1296 0.30 -0.38 -0.34 0.860
C 10.5405 11.7794 16.7015 0.88 0.61 -0.90 -0.973
P 19.9992 11.8270 18.8854 0.17 1.75 -0.77 0.076
C 10.4202 13.4968 14.8186 0.48 -0.64 0.52 -0.957
H 13.4128 19.5905 11.6515 -0.04 0.43 -0.07 0.396
P 18.4276 18.0763 15.8905 0.22 1.14 3.15 -1.030
P 19.3118 23.6002 19.6622 0.61 0.81 0.62 -0.121
H 18.1701 24.0661 14.8116 0.61 -0.18 -0.14 -0.181
N 13.4011 22.9920 12.2063 0.42 0.27 1.51 0.628
C 21.3202 15.2096 13.2843 0.28 0.83 -0.15 -0.645
H 23.0012 20.3644 16.3979 -0.15 -0.71 -0.18 0.402
P 17.6946 27.4200 13.7480 -1.46 -0.07 2.59 0.429
H 13.1580 18.1520 23.6248 0.02 -0.04 -0.31 0.362
P 12.8068 13.4852 16.2776 -1.76 -0.89 -0.89 0.595
H 10.9100 10.8296 16.3149 -0.11 -0.13 -0.48 0.205
H 22.4546 22.8124 19.3249 -0.32 -0.35 0.17 0.166
O 19.7548 10.3951 19.1280 -0.04 0.15 0.11 -0.847
H 24.2218 15.6827 13.1664 0.27 -0.65 -0.87 0.305
H 20.9258 16.6480 8.5946 0.07 -0.10 0.01 0.287
H 14.6287 20.3972 10.5668 -0.28 -0.44 -0.50 0.324
C 19.9801 25.7030 21.4542 -1.10 -0.08 -0.05 -1.094
H 14.9904 18.9107 11.5212 0.38 0.14 -0.03 0.309
H 18.9889 12.9910 15.4368 0.73 -0.17 0.02 0.450
C 14.4436 13.2818 18.4635 -0.39 0.71 -0.50 -1.032
C 13.7674 18.9589 23.2178 0.51 1.29 0.27 -1.162
C 24.5916 16.5721 12.6561 -1.97 0.48 0.64 -0.878
O 23.0988 15.5002 9.7237 -1.64 1.38 1.44 -0.853
C 21.8577 13.7943 19.5793 0.00 -1.21 -0.17 -1.107
N 11.1567 12.9600 15.9914 0.20 0.43 1.39 0.197
O 18.7732 17.4653 14.5977 0.15 0.30 -0.16 -0.704
H 15.5583 25.9115 15.6553 -0.12 -0.16 0.59 0.152
C 17.9276 12.3553 20.6424 0.56 -0.38 -0.87 -0.845
H 22.3765 12.9902 12.1889 -0.44 -0.62 0.05 0.312
N 21.8854 14.9679 11.9896 0.76 0.84 -1.40 0.354
H 20.1784 17.4209 19.1382 -0.39 -0.46 -0.07 0.415
H 15.5303 16.5058 17.4799 0.06 0.27 0.28 0.348
H 22.0231 13.4732 10.5243 0.32 0.11 0.09 0.360
H 18.1386 11.9367 16.5221 -0.34 0.12 0.17 0.397
H 24.1366 18.9543 15.1332 0.44 -0.16 -0.30 0.605
H 13.2805 19.0314 14.1047 0.48 0.08 0.51 0.202
H 13.0313 25.0535 12.2231 0.16 0.32 -0.03 0.397
H 23.0537 20.1022 18.1458 0.01 0.27 -0.09 -0.094
H 26.9510 19.4468 19.4798 0.40 -0.06 0.12 0.282
H 21.8032 14.2219 18.5782 -0.36 -0.08 0.07 0.124
H 16.9456 26.8326 16.3551 -0.39 0.25 -0.06 0.367
H 19.6735 17.7329 9.1287 -0.13 0.00 0.38 0.325
O 17.9475 23.2000 19.2012 1.33 0.77 -0.48 -0.840
C 16.5202 16.4751 17.0245 -0.07 0.52 -0.72 -0.782
H 9.4584 11.8134 16.5744 0.05 0.07 0.01 0.367
H 13.4577 10.7579 17.0398 0.19 0.54 0.47 0.402
H 22.0468 18.2495 21.1509 -0.08 0.39 -0.25 0.022
C 22.9479 17.7294 20.8260 0.65 -0.01 -0.05 -0.715
C 13.8462 10.8760 16.0283 -0.65 -0.62 2.21 -1.222
H 19.3494 26.6444 16.0507 -0.52 0.04 -0.29 -0.033
C 19.5700 27.6593 15.7200 0.63 -0.78 -0.77 -0.983
H 10.9024 22.3017 13.2448 0.47 0.21 -0.01 0.239
H 16.7544 21.2860 13.5180 -0.03 0.34 -0.21 -0.014
H 16.8520 20.3724 11.9800 0.23 -0.45 0.46 0.514
H 18.8111 17.2801 22.8697 0.18 0.26 -0.08 0.185
N 20.1363 12.3474 17.1962 -0.91 -0.27 0.70 0.569
O 13.0176 14.8429 15.6590 0.10 -2.00 0.70 -0.914
H 14.4815 24.5773 13.1649 -0.24 -0.12 0.10 0.019
H 21.3554 18.3864 12.2270 -0.27 0.21 0.18 0.216
H 16.3831 15.8040 16.1766 0.23 -0.38 -0.05 0.414
N 23.4822 17.1772 11.8233 -0.26 -1.21 0.92 0.568
H 24.6873 17.1771 13.5577 0.28 0.68 -0.34 0.095
C 13.9093 24.4083 12.2527 -0.56 -1.50 0.15 -0.940
C 14.0859 12.3913 14.2190 0.71 1.09 -1.42 -1.155
H 14.7143 14.3371 18.4983 0.69 0.04 0.29 0.148
H 18.8049 14.7816 20.2233 -0.63 0.44 -0.04 0.483
H 19.3361 20.3238 14.1649 -0.12 0.14 -0.18 0.279
H 19.6019 30.0458 14.1445 -0.11 -0.43 -0.38 0.306
N 16.2588 19.7319 21.4769 -0.40 -0.38 1.08 0.881
H 18.2939 24.5529 13.0686 -0.04 0.57 0.22 0.423
H 15.4849 17.7714 21.1657 0.17 -0.20 0.13 0.378
H 18.8179 23.6225 22.3822 -0.25 -0.30 0.47 0.124
C 18.7356 19.6644 24.5875 0.38 -0.07 1.54 -1.314
C 18.5182 26.2438 19.4712 0.35 -1.49 -0.07 -0.740
H 17.1146 17.0298 23.1764 -0.21 0.49 0.18 0.340
H 17.8258 14.3736 18.6686 -0.08 1.10 0.38 0.062
C 12.6280 19.7429 14.6107 0.59 0.26 -0.42 -1.039
H 16.0110 19.6841 15.8508 0.18 -0.09 0.35 0.154
H 17.1400 20.8040 19.9223 0.06 0.31 -0.02 0.182
H 19.7282 16.0036 9.7078 -0.83 -0.01 -0.56 0.336
H 20.8746 11.4192 21.2775 0.51 -0.46 1.34 0.283
N 19.8915 22.6013 20.9096 0.07 0.86 1.67 0.176
N 17.3009 25.9151 14.5159 1.42 1.39 -0.93 0.749
C 17.9966 17.5580 23.5386 0.17 1.88 0.11 -1.178
C 19.5314 18.0209 18.4982 -0.67 0.30 -1.26 -0.557
C 24.3824 19.6842 20.3640 0.15 -0.97 -1.08 -0.926
O 23.7688 16.3107 18.2516 1.17 0.83 0.58 -0.811
H 17.3753 20.0140 17.8518 0.10 0.00 -0.30 -0.032
H 11.7145 19.1723 14.7779 -0.37 0.48 -0.27 0.506
C 20.4197 21.2680 20.6778 -0.22 0.30 -0.89 -0.047
H 26.1630 15.6301 19.3496 -0.05 -0.10 0.22 0.243
N 12.4798 20.9120 13.7400 -0.23 0.09 -1.62 0.238
H 14.4933 19.0558 25.7839 -0.48 0.28 -0.27 0.345
H 17.8592 30.3270 14.5719 0.05 -0.20 -0.70 0.299
H 20.0029 19.0036 18.5043 -0.28 0.42 0.18 -0.092
H 13.6778 19.0823 22.1386 0.34 -0.51 -0.02 0.321
N 13.0543 13.3014 17.9417 0.47 -1.62 -1.26 0.342
C 15.7399 18.6752 16.1619 0.91 -1.36 -0.98 -1.315
H 15.4044 18.1591 15.2624 -1.09 0.37 -0.06 0.542
H 21.1206 17.0080 15.8721 0.13 0.35 -0.05 -0.286
H 25.0152 19.4153 21.2098 -0.05 0.48 0.40 0.277
H 23.5533 17.5730 21.7188 0.08 0.00 0.34 0.374
H 18.6061 19.0706 25.4923 0.18 0.23 0.74 0.427
H 22.9120 13.8645 19.8472 0.06 -0.26 -0.01 0.740
C 21.8505 11.7350 20.9085 -1.41 -1.12 -0.97 -0.994
N 15.1382 18.8304 23.7406 0.32 -0.32 -1.29 0.311
C 16.2459 18.4172 20.7276 -0.04 1.28 1.29 -1.235
H 19.3839 21.5538 15.4288 0.60 -0.01 -0.12 0.178
C 20.3189 23.8126 17.0632 -0.66 0.83 1.46 -0.853
H 18.4872 18.0323 18.8108 0.20 0.41 0.79 0.212
H 10.8416 14.4657 14.5508 -0.18 -0.07 0.07 0.242
H 17.4727 26.1285 19.7573 -0.07 0.39 0.39 0.275
H 14.8427 13.1755 14.1946 0.16 0.04 -0.44 0.271
H 18.1890 12.7728 21.6148 0.31 0.26 0.00 0.357
C 16.6329 25.9259 15.8371 0.46 0.58 -0.96 -1.314
N 16.8948 17.8161 16.5438 0.65 0.95 0.80 1.324
H 21.1821 23.6618 16.4149 -0.04 -0.91 0.31 0.562
O 18.4770 27.3164 12.5294 0.34 -0.65 -1.22 -0.940
P 16.3695 19.8637 23.1822 0.27 -2.08 -1.21 0.140
H 20.7943 20.8180 21.5972 0.90 0.62 0.04 0.400
H 18.2683 17.2024 24.5325 -0.17 -0.14 0.11 0.482
H 12.1670 13.4062 19.8406 -0.47 -0.50 -0.20 0.343
C 12.1072 13.8679 18.8550 0.13 1.61 0.26 -1.152
C 19.5699 20.5013 15.2146 -1.44 -0.76 -0.35 -0.599
C 18.8656 12.7483 16.4923 0.58 -0.30 0.80 -0.958
H 17.2537 16.0905 17.7331 -0.03 0.07 -0.17 -0.457
H 18.4982 13.6753 16.9326 -0.27 -0.34 0.04 0.001
P 13.9022 21.8427 13.3801 -1.99 -1.32 -1.67 0.170
H 18.9996 30.1798 15.7787 0.34 -0.13 0.19 0.407
H 10.7729 11.6922 17.7628 0.05 0.70 0.07 0.332
N 14.9423 20.7687 12.5685 -2.32 -0.88 1.63 0.649
H 22.4557 10.8524 20.7016 -0.02 -0.09 0.07 0.268
H 20.8451 25.1171 21.7652 -0.07 -0.05 -0.21 0.315
H 15.9457 28.3666 11.4440 -0.05 -0.43 -0.09 0.285
H 22.4174 12.3591 21.5992 -0.42 0.42 -0.30 0.392
H 22.0297 14.9945 14.0834 0.11 -0.20 0.28 0.256
H 22.0674 11.8198 16.7358 0.21 -0.38 0.10 0.392
C 24.3551 18.1177 15.7968 -0.76 0.22 0.29 -1.834
C 15.0570 18.4126 25.1081 1.13 -0.34 0.90 -1.062
C 18.7706 29.7720 14.7942 -0.95 -0.28 1.09 -1.101
P 22.4282 16.1789 10.9058 0.80 -1.36 0.09 0.449
H 13.4199 19.9119 23.6166 -0.71 0.04 0.13 0.354
C 23.9539 18.3898 11.1902 0.38 -0.55 -1.22 -1.274
H 23.1811 19.1102 10.9224 -0.08 0.18 0.72 0.330
H 21.1087 21.4133 19.8458 0.39 -0.93 0.22 -0.487
H 12.9757 20.1035 15.5788 0.39 -0.52 0.26 0.281
H 19.4048 23.2834 16.7939 0.33 -0.26 -0.24 -0.206
C 21.0779 11.5968 16.3368 0.79 0.93 0.67 -1.044
C 15.3805 28.1697 12.3550 0.46 -0.36 -0.29 -0.947
N 21.4101 12.3537 19.6475 1.71 1.86 -1.18 0.297
H 22.1241 24.4665 19.6992 0.35 0.36 -0.31 0.219
H 16.7726 24.0314 13.8535 -0.08 -0.24 -0.46 0.295
N 18.7899 12.8419 19.5210 -0.30 -1.53 0.52 0.900
C 23.6287 20.0270 17.2228 0.66 -0.59 0.74 -0.608
H 26.8305 19.4136 17.7306 -0.23 -0.28 -0.11 0.228
H 20.4532 27.5662 15.0880 0.07 -0.20 -0.58 0.417
C 16.3127 20.9236 20.6219 -0.21 -0.41 -0.47 -1.068
H 15.9638 18.5474 19.6828 0.14 0.38 0.01 0.513
N 18.5751 19.7690 16.0336 -0.28 -0.17 0.35 0.904